Record 1
This record from OMol25 describes 5 unconnected molecules or ions with the total composition C23H52FN5O7 at a distorted geometry. The level of theory is the ωB97M-V functional and the def2-TZVPD basis.

CARTESIAN COORDINATES (ANGSTROEM)
N (-2.5271, 2.6834, -5.2739)
C (-1.4466, 2.8563, -4.2215)
C (-1.4737, 1.5226, -3.2684)
C (-0.4351, 0.5192, -2.9064)
C (1.1455, 0.5478, -3.3988)
C (1.8801, 1.7328, -2.5292)
F (1.3659, 3.0995, -2.7775)
C (-1.0500, -0.6517, -1.9364)
O (-0.4577, -1.6252, -1.2403)
O (-2.5335, -0.4975, -1.9440)
C (-2.7455, 0.8878, -2.3913)
O (-3.7740, 1.7313, -2.2738)
H (-3.1089, 1.8422, -4.9880)
H (-2.0692, 2.3685, -6.1796)
H (-1.5112, 3.8799, -3.6303)
H (-0.4110, 2.8265, -4.8115)
H (1.6151, -0.4892, -3.0408)
H (1.2729, 0.6342, -4.5591)
H (3.0283, 1.7373, -2.7558)
H (1.6849, 1.5097, -1.3753)
C (0.3783, -1.0429, 4.2637)
O (-0.0529, -1.3699, 2.9509)
C (-0.9805, -0.4397, 2.3851)
C (-0.3264, 0.8214, 1.7749)
C (0.1294, 1.8378, 2.8188)
N (0.8148, 0.4741, 0.9154)
H (-0.4098, -0.5641, 4.8514)
H (1.2624, -0.4036, 4.2158)
H (0.6713, -1.9687, 4.7658)
H (-1.4833, -0.9831, 1.5753)
H (-1.7597, -0.1788, 3.1115)
H (-1.0848, 1.3159, 1.1546)
H (1.0526, 1.5402, 3.3230)
H (0.3266, 2.8076, 2.3448)
H (-0.6422, 1.9919, 3.5802)
H (0.4826, -0.1241, 0.1580)
H (1.4277, -0.1417, 1.4581)
C (-9.3958, 4.0476, -2.6073)
O (-7.9929, 4.1596, -2.7961)
C (-7.2700, 4.5595, -1.6285)
C (-6.9693, 3.4093, -0.6400)
C (-8.1776, 2.9899, 0.1935)
N (-6.4340, 2.2288, -1.3339)
H (-9.7793, 4.7892, -1.9012)
H (-9.6466, 3.0377, -2.2761)
H (-9.8825, 4.2049, -3.5736)
H (-6.3113, 4.9467, -1.9957)
H (-7.7710, 5.3986, -1.1308)
H (-6.2056, 3.7709, 0.0605)
H (-8.8916, 2.3857, -0.3723)
H (-7.8570, 2.3819, 1.0489)
H (-8.7055, 3.8643, 0.5878)
H (-5.5682, 2.4925, -1.8059)
H (-7.0731, 2.0136, -2.1049)
C (7.3796, 0.3133, 0.9725)
O (7.7162, 0.7978, -0.3191)
C (7.4565, -0.1237, -1.3817)
C (5.9856, -0.1498, -1.8574)
C (5.0522, -0.9026, -0.9125)
N (5.4623, 1.2085, -2.0649)
H (7.5511, -0.7623, 1.0692)
H (6.3401, 0.5575, 1.2015)
H (8.0057, 0.8314, 1.7038)
H (8.0757, 0.2154, -2.2217)
H (7.8140, -1.1272, -1.1207)
H (5.9620, -0.6770, -2.8197)
H (4.8058, -0.3277, -0.0158)
H (4.1028, -1.1273, -1.4147)
H (5.4944, -1.8538, -0.5987)
H (6.0302, 1.6718, -2.7752)
H (5.6580, 1.7429, -1.2132)
C (1.0317, -6.9380, 4.0234)
O (2.3629, -6.5711, 4.3548)
C (3.1380, -6.0992, 3.2492)
C (2.8982, -4.6145, 2.8903)
C (1.5914, -4.3720, 2.1392)
N (2.9281, -3.7596, 4.0861)
H (0.9589, -7.3736, 3.0231)
H (0.3743, -6.0706, 4.1123)
H (0.6928, -7.6807, 4.7505)
H (4.1852, -6.2054, 3.5589)
H (3.0067, -6.7513, 2.3773)
H (3.7137, -4.3026, 2.2253)
H (0.7157, -4.4088, 2.7926)
H (1.5982, -3.3776, 1.6753)
H (1.4544, -5.1090, 1.3411)
H (3.8442, -3.8481, 4.5275)
H (2.2891, -4.1732, 4.7716)

Results
SMILES: NCC1=C(CCF)C(=O)OC1=O.COC[C@@H](C)N.COC[C@@H](C)N.COC[C@@H](C)N.COC[C@@H](C)N
LUMO level (eV): -1.4
Orbital gap (eV): 7.272



Record 2
This record from OMol25 describes a molecular structure, C23H52GaO3P4Se at a distorted geometry. The level of theory is the ωB97M-V functional and the def2-TZVPD basis.

CARTESIAN COORDINATES (ANGSTROEM)
Ga (0.3640, 0.7024, -0.0778)
P (-2.1791, -2.2218, 0.0816)
P (1.8063, 0.0374, 1.7728)
P (1.3195, -0.9804, -1.7307)
H (-3.3880, 4.2167, -5.9986)
C (-3.3441, 3.1824, -6.3522)
C (-3.6726, 2.1016, -5.6121)
H (-4.0564, 2.1345, -4.5827)
C (-3.6132, -1.7456, 1.0717)
C (-0.9613, -3.0262, 1.1494)
C (-2.6193, -3.3510, -1.2401)
C (3.2028, 1.2100, 1.9169)
C (1.0731, -0.1425, 3.4359)
C (2.6529, -1.5740, 1.6459)
C (0.5859, -0.8989, -3.3999)
C (1.5623, -2.7910, -1.5358)
C (3.0156, -0.3541, -2.0007)
H (-3.1078, 3.0879, -7.4234)
H (-3.5875, 1.1086, -6.0727)
H (-3.9280, -0.7393, 0.7564)
H (-3.3650, -1.7096, 2.1417)
H (-4.4443, -2.4518, 0.9206)
H (-0.6036, -2.3272, 1.9229)
H (-0.0952, -3.3589, 0.5584)
H (-1.3989, -3.9089, 1.6511)
H (-3.4001, -2.8825, -1.8504)
H (-2.9799, -4.3102, -0.8466)
H (-1.7339, -3.5218, -1.8675)
H (3.8398, 0.9016, 2.7601)
H (2.8513, 2.2367, 2.0827)
H (3.7925, 1.1937, 0.9883)
H (1.8216, -0.6327, 4.0789)
H (0.1794, -0.7843, 3.3887)
H (0.7965, 0.8200, 3.8854)
H (3.2179, -1.6997, 2.5822)
H (3.3501, -1.6066, 0.7994)
H (1.9209, -2.3902, 1.5652)
H (1.2319, -1.4417, -4.1068)
H (0.4815, 0.1444, -3.7226)
H (-0.4076, -1.3684, -3.3807)
H (2.1589, -3.1627, -2.3852)
H (0.5947, -3.3154, -1.5380)
H (2.0947, -3.0291, -0.6048)
H (3.4664, -0.8941, -2.8432)
H (3.6393, -0.4972, -1.1100)
H (2.9807, 0.7182, -2.2273)
C (0.7627, 2.8925, -2.6141)
C (-0.5220, 2.4152, -2.9344)
C (-0.8977, 2.3432, -4.2677)
C (-0.0927, 2.8474, -5.2879)
C (1.1522, 3.4147, -4.9616)
C (1.5815, 3.4305, -3.6381)
Se (1.4640, 2.8565, -0.8760)
H (-1.6072, -1.0649, -0.5315)
H (-1.2093, 2.0796, -2.1503)
H (-1.8730, 1.9205, -4.5076)
H (-0.4455, 2.8171, -6.3225)
H (1.7850, 3.8375, -5.7435)
H (2.5501, 3.8344, -3.3436)
C (-3.2412, 0.7415, 4.2963)
C (-3.0325, 1.6652, 3.1208)
O (-1.7240, 1.2933, 2.5006)
P (-1.1088, 2.0970, 1.2249)
O (-0.3362, 3.4016, 1.7674)
C (0.4236, 3.5327, 3.0102)
C (-0.5249, 3.6419, 4.1750)
O (-2.4167, 2.7888, 0.5930)
C (-2.3915, 4.0676, -0.1631)
C (-3.8433, 4.3035, -0.5135)
H (-3.3707, -0.2957, 3.9578)
H (-4.1307, 1.0577, 4.8522)
H (-2.3971, 0.7922, 4.9956)
H (-3.8096, 1.5348, 2.3547)
H (-2.9861, 2.7285, 3.4107)
H (1.0120, 4.4572, 2.9339)
H (1.1231, 2.6852, 3.0937)
H (-1.0155, 2.6827, 4.3651)
H (0.0335, 3.9440, 5.0612)
H (-1.3086, 4.3961, 4.0177)
H (-1.9842, 4.8923, 0.4446)
H (-1.7394, 3.9179, -1.0360)
H (-4.4171, 4.5961, 0.3767)
H (-3.9231, 5.1057, -1.2462)
H (-4.2997, 3.4061, -0.9340)

Results
LUMO level (eV): -9.9
Orbital gap (eV): 5.431
Total charge: +3
Relative energy (zero: lowest compared OMol25 entry of this formula, charge and spin) (kcal/mol): 0.00



Record 3
This record from OMol25 describes a molecular structure, C23H52P4PdS at a distorted geometry. The level of theory is the ωB97M-V functional and the def2-TZVPD basis.

CARTESIAN COORDINATES (ANGSTROEM)
Pd (-0.1452, 0.7347, 0.2759)
P (-1.8575, -1.3653, 1.9552)
P (0.3025, -1.5267, -0.8664)
P (-1.7246, 2.2969, 1.3329)
H (-1.0101, 0.1361, -2.0698)
C (-0.8674, 1.0797, -1.5384)
C (0.3488, 1.7788, -1.5856)
H (0.3051, 2.8286, -1.8976)
C (-3.4728, -1.7583, 1.1604)
C (-1.3735, -3.0764, 2.4770)
C (-2.5075, -0.8218, 3.5916)
C (1.3966, -1.3521, -2.3226)
C (1.1509, -2.8387, 0.0593)
C (-1.1702, -2.3958, -1.5197)
C (-1.3445, 4.0077, 0.7961)
C (-2.0091, 2.5536, 3.1177)
C (-3.3978, 2.0252, 0.6732)
H (-1.7973, 1.6170, -1.3691)
H (1.3549, 1.4068, -1.3492)
H (-4.0745, -2.3883, 1.8283)
H (-3.3141, -2.2847, 0.2146)
H (-4.0115, -0.8273, 0.9548)
H (-2.0829, -3.4529, 3.2247)
H (-0.3775, -3.0638, 2.9360)
H (-1.3668, -3.7653, 1.6250)
H (-2.9143, -1.6802, 4.1421)
H (-3.3014, -0.0767, 3.4639)
H (-1.6884, -0.3931, 4.1806)
H (0.9378, -1.8125, -3.2075)
H (2.3661, -1.8254, -2.1176)
H (1.5634, -0.2946, -2.5505)
H (1.1207, -3.7648, -0.5282)
H (0.6452, -3.0113, 1.0119)
H (2.1940, -2.5741, 0.2525)
H (-0.8898, -2.9549, -2.4197)
H (-1.9701, -1.6952, -1.7757)
H (-1.5562, -3.1019, -0.7773)
H (-2.2034, 4.6340, 1.0934)
H (-1.1710, 4.1006, -0.2777)
H (-0.4485, 4.3203, 1.3444)
H (-3.0100, 2.9896, 3.2455)
H (-1.2853, 3.2788, 3.5078)
H (-1.9498, 1.6447, 3.7258)
H (-3.7670, 2.9995, 0.3309)
H (-4.0625, 1.6285, 1.4497)
H (-3.3773, 1.3352, -0.1750)
C (0.1685, 0.3064, -5.2731)
C (-1.0777, 0.0889, -4.6556)
C (-1.7249, -1.1302, -4.8346)
C (-1.3347, -1.9597, -5.8911)
C (-0.2681, -1.5923, -6.7135)
C (0.5570, -0.5297, -6.3440)
S (1.3020, 1.4594, -4.5432)
H (0.8533, 2.6036, -5.0151)
H (-1.4751, 0.8514, -3.9764)
H (-2.5386, -1.4137, -4.1759)
H (-1.8634, -2.8878, -6.0553)
H (-0.0439, -2.1575, -7.6159)
H (1.5100, -0.3267, -6.8410)
C (2.6235, -1.6379, 2.9224)
C (1.6848, -0.4413, 2.8870)
P (1.8028, 0.6872, 1.4511)
C (1.8708, 2.3611, 2.1327)
C (3.0414, 2.6063, 3.0784)
C (3.2219, 0.2665, 0.3778)
C (4.5829, 0.5318, 1.0065)
H (2.1569, -2.5232, 2.4825)
H (2.8493, -1.8918, 3.9646)
H (3.5739, -1.4665, 2.4088)
H (0.6328, -0.7746, 2.9082)
H (1.8300, 0.1841, 3.7762)
H (1.8778, 3.0726, 1.2938)
H (0.9156, 2.5238, 2.6604)
H (3.9601, 2.8429, 2.5309)
H (2.8056, 3.4700, 3.7123)
H (3.2310, 1.7558, 3.7455)
H (3.1318, -0.7930, 0.0873)
H (3.1218, 0.8358, -0.5596)
H (4.6414, 0.2225, 2.0540)
H (5.3449, -0.0287, 0.4544)
H (4.8482, 1.5902, 0.9359)

Results
Expectation value of S²: 6.0335
2S+1: 5
LUMO level (spin up / spin down) (eV): -11.1 / -15.4
Orbital gap (spin up / spin down) (eV): 7.519 / 4.708
Total charge: +4
Relative energy (zero: lowest compared OMol25 entry of this formula, charge and spin) (kcal/mol): 52.10